A cluster of 14 separate species, C5H38O14S in total in a non-equilibrium geometry. Source: OMol25; level of theory: ωB97M-V with the def2-TZVPD basis set.

Last column: natural (NBO) charge in e.
CARTESIAN COORDINATES (ANGSTROEM)
C: -2.1548 0.0786 2.3008  -0.104
O: -0.7004 0.3540 2.4306  -0.823
C: -2.8071 1.4095 1.9516  -0.439
C: -2.6255 1.6096 0.4214  -0.458
C: -3.1677 0.4213 -0.4635  -0.547
S: -2.0316 0.0015 -1.8190  0.184
C: -1.9376 1.5569 -2.7453  -0.797
H: -2.2756 -0.1694 3.4461  0.221
H: -2.2343 -0.7010 1.5342  0.192
H: -0.5345 1.3807 1.9519  0.511
H: -4.0403 1.3098 2.0849  0.218
H: -2.5283 2.2955 2.6180  0.242
H: -1.5974 1.6998 0.1119  0.223
H: -3.0912 2.6205 0.3053  0.222
H: -4.0214 0.6939 -0.9485  0.218
H: -3.5603 -0.5320 0.0422  0.239
H: -2.7532 2.2299 -2.2220  0.227
H: -1.1635 2.3042 -2.4701  0.224
H: -2.1118 1.3473 -3.8771  0.256
H: 2.7416 -3.8324 -0.5709  0.460
H: 1.2379 -3.6582 -0.7953  0.497
O: 2.0107 -3.8047 -0.1227  -0.979
H: 2.1500 -1.4640 3.7085  0.496
H: 1.3471 -1.5740 2.3247  0.477
O: 2.2170 -1.5926 2.7229  -0.973
H: 0.0944 3.5845 -1.2743  0.499
H: 1.1332 4.2893 -2.3522  0.495
O: 1.0410 3.5881 -1.6968  -0.976
H: 1.2314 -3.8814 1.9646  0.525
H: -0.0680 -3.5896 1.3359  0.487
O: 0.3930 -3.4402 2.1681  -0.967
H: 0.3043 1.2770 -4.2360  0.474
H: 1.7474 0.6151 -4.0301  0.501
O: 1.0090 0.8296 -4.6262  -0.970
H: 0.9615 -1.2877 -1.8368  0.475
H: 0.8914 -1.0952 -3.3026  0.487
O: 1.3166 -1.6828 -2.6840  -0.967
H: 0.7436 -1.3161 0.4099  0.475
H: -0.2713 -0.2819 0.9523  0.492
O: 0.4120 -0.4631 0.3049  -0.991
H: -0.0549 -3.4722 -2.3184  0.497
H: -1.1909 -3.1218 -1.4552  0.483
O: -0.4481 -3.7504 -1.5023  -0.958
H: 1.2662 2.5366 0.5414  0.510
H: 0.5339 3.8974 0.7430  0.492
O: 0.4229 2.9467 0.5691  -0.973
H: 3.9403 0.3089 -1.8753  0.466
H: 4.0606 -1.0983 -1.4668  0.468
O: 4.5815 -0.3197 -1.7680  -0.933
H: -0.1168 -1.1657 4.0130  0.455
H: 0.0289 -2.5850 3.5354  0.498
O: 0.1697 -1.9656 4.4129  -0.987
H: 2.4718 0.4654 2.9265  0.491
H: 1.3219 1.3406 2.7477  0.454
O: 2.3065 1.3410 2.5159  -0.955
H: 0.9579 0.5384 -1.2693  0.462
H: 1.2115 1.9323 -1.4636  0.487
O: 1.2298 1.0410 -1.9031  -0.983

Force components x, y, z for each atom (eV/Å):
1.8 1.4 4.0
0.2 4.5 -2.3
-3.5 -0.9 -0.3
-0.7 0.4 0.7
1.0 -0.4 1.3
0.5 -0.5 0.0
-2.3 1.9 0.6
-1.0 -0.4 -2.6
-0.6 0.0 0.7
-0.5 -4.2 1.9
3.1 0.2 -0.1
0.0 -1.4 -1.0
0.6 0.3 0.3
0.1 -0.9 -0.9
-2.5 1.2 -1.3
1.3 1.3 -0.4
0.5 -1.5 -1.8
0.7 -1.4 -0.7
0.3 0.8 2.2
6.6 -0.2 -4.1
1.9 -0.5 1.7
-8.5 0.8 2.5
-0.6 -0.6 -1.6
-0.1 0.0 0.5
1.7 0.8 1.2
2.8 0.4 -1.4
-0.3 -0.1 0.0
-2.3 1.0 0.7
0.3 0.3 0.3
-0.4 0.0 0.0
-0.4 -0.6 -0.8
-1.1 1.1 1.8
-1.0 0.8 0.2
2.1 -1.8 -2.1
0.7 -0.8 -1.1
-0.1 0.4 -0.9
-0.7 0.1 1.9
0.9 -2.3 0.5
0.1 -0.1 0.7
-0.1 1.8 -1.8
0.8 0.3 -1.1
0.2 -0.3 0.3
-1.0 0.3 0.7
1.6 -0.4 0.2
0.4 -0.7 0.1
-2.3 0.6 1.1
-2.6 2.8 -0.5
0.7 0.7 -0.3
1.8 -3.5 0.8
-0.4 1.7 -0.1
0.8 1.4 3.2
-0.7 -2.9 -2.3
0.6 0.2 -0.8
1.9 0.5 -0.6
-2.4 -0.5 1.2
-2.7 -5.4 6.2
0.3 -0.9 -1.4
2.7 5.8 -4.9

Results
Net charge: 0
Frontier orbital gap (hartree): 0.32776